Record 1
Density functional theory data (ωB97M-V/def2-TZVPD) for 3 unconnected molecules or ions with the total composition C15H23ClF6N2O8S at a distorted geometry.

HOMO level ... -0.3737 Ha
E_tot ... -2754.37382 hartree
Strongest force on any atom ... 2.87 eV/A
HOMO-LUMO gap ... 9.987 eV
SMILES ... [H]/N=C/CN(CCCCS(=O)(=O)Cl)C(=O)O.CCOC(=O)C(F)(F)F.CCOC(=O)C(F)(F)F

Each line ends with the Löwdin charge.
CARTESIAN COORDINATES (ANGSTROEM)
N1 3.743 -0.308 1.169  0.11
C1 2.901 0.535 0.834  -0.22
C2 3.305 1.822 0.153  -0.12
N2 2.156 2.409 -0.536  -0.03
C3 1.705 3.695 0.017  -0.14
C4 0.164 3.914 0.018  -0.15
C5 -0.682 2.725 -0.447  -0.26
C6 -1.207 1.931 0.761  -0.26
S1 -2.092 0.479 0.210  0.34
O1 -1.158 -0.361 -0.443  -0.32
O2 -2.848 -0.130 1.235  -0.33
Cl1 -3.459 1.178 -1.166  0.47
C7 2.307 2.414 -1.896  -0.59
O3 2.949 1.657 -2.515  0.16
O4 1.577 3.403 -2.547  0.08
H1 3.254 -1.086 1.610  0.06
H2 1.840 0.371 1.035  0.11
H3 4.142 1.593 -0.497  0.13
H4 3.685 2.459 0.946  0.12
H5 2.146 4.529 -0.521  0.12
H6 2.046 3.814 1.035  0.11
H7 -0.138 4.142 1.039  0.11
H8 -0.077 4.796 -0.561  0.11
H9 -1.568 3.138 -0.922  0.08
H10 -0.218 2.086 -1.187  0.09
H11 -0.388 1.675 1.425  0.11
H12 -1.903 2.584 1.275  0.11
H13 0.819 2.936 -2.921  0.12
C8 -6.241 -0.141 -0.994  -0.13
C9 -7.474 -0.973 -0.714  -0.19
O5 -8.677 -0.217 -0.949  0.03
C10 -9.077 -0.132 -2.211  -0.40
O6 -8.534 -0.621 -3.157  0.17
C11 -10.389 0.662 -2.286  -0.53
F1 -10.337 1.774 -1.534  0.16
F2 -11.416 -0.084 -1.843  0.16
F3 -10.660 1.030 -3.540  0.17
H14 -6.267 0.783 -0.416  0.07
H15 -5.343 -0.695 -0.735  0.05
H16 -6.187 0.135 -2.048  0.07
H17 -7.500 -1.259 0.336  0.13
H18 -7.482 -1.890 -1.302  0.13
C12 6.831 -5.903 0.832  -0.06
C13 6.851 -4.443 0.428  -0.20
O7 6.167 -3.629 1.397  0.03
C14 6.864 -3.292 2.475  -0.40
O8 7.993 -3.604 2.711  0.17
C15 6.012 -2.389 3.378  -0.54
F4 4.761 -2.868 3.523  0.15
F5 5.917 -1.159 2.858  0.15
F6 6.539 -2.280 4.601  0.17
H19 5.808 -6.237 1.003  0.08
H20 7.279 -6.519 0.053  0.08
H21 7.384 -6.061 1.758  0.08
H22 6.314 -4.307 -0.509  0.13
H23 7.867 -4.081 0.279  0.13

---

Record 2
Density functional theory data (ωB97M-V/def2-TZVPD) for 2 unconnected molecules or ions with the total composition C4H13N2O at a distorted geometry.

HOMO level ... -0.5454 Ha
E_tot ... -344.71035 hartree
Strongest force on any atom ... 2.87 eV/A
Energy relative to the best compared isomer or geometry (same formula, charge and spin) ... 35.5 kcal/mol
HOMO-LUMO gap ... 11.715 eV
Charge ... +1

Each line ends with the Löwdin charge.
CARTESIAN COORDINATES (ANGSTROEM)
C1 -2.118 2.105 1.357  -0.12
C2 -1.825 0.626 1.223  -0.23
C3 -0.669 0.303 0.199  -0.16
N1 1.904 -0.593 -0.703  0.21
C4 1.775 0.349 0.193  -0.15
N2 0.643 0.780 0.674  0.07
H1 -2.360 2.349 2.362  0.06
H2 -2.921 2.472 0.652  0.11
H3 -1.157 2.635 1.241  0.07
H4 -1.495 0.391 2.240  0.11
H5 -2.790 0.063 0.942  0.15
H6 -0.532 -0.745 0.052  0.09
H7 -1.032 0.543 -0.926  0.19
H8 2.866 -0.811 -0.972  0.15
H9 1.045 -0.952 -1.122  0.09
H10 2.698 0.799 0.606  0.18
H11 0.649 1.297 1.533  0.15
H12 0.691 -3.824 -2.264  0.07
H13 0.569 -2.641 -3.227  0.03
O1 0.372 -2.898 -2.343  -0.05

---

Record 3
Density functional theory data (ωB97M-V/def2-TZVPD) for 2 unconnected molecules or ions with the total composition C4H7F3OSi at a distorted geometry.

HOMO level (spin up / spin down) ... -0.3456 / -0.2690 Ha
E_tot ... -820.79368 hartree
Strongest force on any atom ... 3.92 eV/A
Energy relative to the best compared isomer or geometry (same formula, charge and spin) ... 101.6 kcal/mol
HOMO-LUMO gap (spin up / spin down) ... 8.831 / 5.810 eV

Each line ends with the Löwdin charge.
CARTESIAN COORDINATES (ANGSTROEM)
C1 -0.724 -1.812 1.194  -0.03
C2 -1.227 0.223 -1.870  -0.33
C3 1.813 0.945 -0.971  -0.26
C4 -0.310 -0.990 2.462  -0.56
O1 -0.707 -3.016 1.213  0.10
F1 0.062 -1.627 3.649  0.09
F2 -1.252 -0.105 2.812  0.12
F3 0.839 -0.309 2.126  0.06
Si1 -0.058 1.045 -0.666  0.74
H1 -2.336 -0.035 -1.492  0.07
H2 -1.435 0.841 -2.848  0.05
H3 -0.880 -0.681 -2.298  -0.02
H4 2.050 1.535 -1.827  0.02
H5 2.329 1.476 -0.274  -0.02
H6 2.174 -0.045 -0.856  0.01
H7 -0.339 2.557 -0.353  -0.04

---

Record 4
Density functional theory data (ωB97M-V/def2-TZVPD) for a gas-phase ion, C36H38N3 (charge +1) at a distorted geometry.

HOMO level ... -0.3843 Ha
E_tot ... -1558.55526 hartree
Strongest force on any atom ... 4.18 eV/A
Energy relative to the best compared isomer or geometry (same formula, charge and spin) ... 42.4 kcal/mol
HOMO-LUMO gap ... 8.038 eV
SMILES ... Cc1cc(C)c(-n2cc[n+](C)c2[C@H](/C=C/N(Cc2ccccc2)Cc2ccccc2)c2ccccc2)c(C)c1
Charge ... +1

Each line ends with the Löwdin charge.
CARTESIAN COORDINATES (ANGSTROEM)
C1 -1.511 -0.300 2.485  -0.03
C2 -2.339 0.968 2.438  -0.17
C3 -1.742 2.230 2.270  -0.13
N1 -0.332 2.343 1.991  0.05
C4 0.471 1.523 1.179  -0.07
N2 1.701 1.781 1.554  -0.08
C5 2.965 1.146 1.238  0.02
C6 1.794 2.877 2.402  0.00
C7 0.511 3.185 2.779  0.03
C8 -2.524 3.397 2.312  -0.20
C9 -1.916 4.757 2.190  -0.04
C10 -3.899 3.284 2.510  0.00
C11 -4.543 2.050 2.579  -0.25
C12 -6.023 1.981 2.724  -0.05
C13 -3.750 0.883 2.562  0.02
H1 -1.913 -1.065 1.801  0.06
H2 -0.464 -0.092 2.149  0.07
H3 -1.448 -0.738 3.503  0.11
H4 2.884 0.314 0.533  0.07
H5 3.593 1.944 0.848  0.11
H6 3.456 0.774 2.153  0.11
H7 2.697 3.356 2.640  0.12
H8 0.202 3.904 3.534  0.13
H9 -2.752 5.415 1.983  0.08
H10 -1.486 5.050 3.151  0.08
H11 -1.171 4.922 1.407  0.08
H12 -4.487 4.201 2.637  0.13
H13 -6.357 0.966 2.920  0.08
H14 -6.344 2.609 3.557  0.09
H15 -6.552 2.334 1.838  0.09
H16 -4.249 -0.094 2.642  0.13
C14 -3.367 -4.654 0.805  -0.08
C15 -3.056 -5.485 -0.269  -0.07
C16 -1.802 -5.400 -0.900  -0.03
C17 -0.857 -4.444 -0.470  -0.20
C18 0.454 -4.246 -1.213  -0.11
N3 1.146 -2.970 -1.037  -0.09
C19 2.626 -3.056 -0.985  -0.10
C20 3.350 -2.556 -2.176  -0.24
C21 4.308 -1.544 -2.022  -0.06
C22 4.945 -0.996 -3.139  -0.08
C23 4.691 -1.516 -4.413  -0.08
C24 3.779 -2.567 -4.561  -0.07
C25 3.114 -3.088 -3.447  -0.02
C26 0.490 -1.789 -1.019  -0.07
C27 1.130 -0.560 -0.932  -0.08
C28 0.472 0.686 -0.431  -0.12
C29 0.670 1.907 -1.288  -0.22
C30 -0.206 2.993 -1.166  -0.03
C31 0.150 4.233 -1.749  -0.06
C32 1.295 4.314 -2.564  -0.08
C33 1.992 3.155 -2.893  -0.07
C34 1.679 1.940 -2.263  -0.02
C35 -1.147 -3.675 0.652  -0.07
C36 -2.393 -3.774 1.278  -0.08
H17 -4.345 -4.685 1.297  0.11
H18 -3.804 -6.190 -0.617  0.11
H19 -1.576 -6.032 -1.771  0.12
H20 1.145 -5.042 -0.931  0.13
H21 0.293 -4.388 -2.292  0.13
H22 2.976 -2.557 -0.095  0.12
H23 2.859 -4.117 -0.882  0.13
H24 4.541 -1.195 -1.010  0.11
H25 5.676 -0.185 -3.012  0.11
H26 5.216 -1.123 -5.292  0.11
H27 3.606 -3.008 -5.556  0.11
H28 2.406 -3.925 -3.563  0.12
H29 -0.619 -1.871 -1.107  0.16
H30 2.130 -0.517 -1.412  0.07
H31 -0.618 0.532 -0.063  0.14
H32 -1.125 2.943 -0.596  0.11
H33 -0.403 5.133 -1.481  0.10
H34 1.582 5.274 -2.992  0.11
H35 2.841 3.137 -3.560  0.10
H36 2.310 1.070 -2.507  0.11
H37 -0.436 -2.932 0.996  0.10
H38 -2.590 -3.134 2.139  0.09

---

Record 5
Density functional theory data (ωB97M-V/def2-TZVPD) for 2 unconnected molecules or ions with the total composition C2H8OP4 at a distorted geometry.

HOMO level ... -0.2762 Ha
E_tot ... -1521.50121 hartree
Strongest force on any atom ... 4.25 eV/A
Energy relative to the best compared isomer or geometry (same formula, charge and spin) ... 40.9 kcal/mol
HOMO-LUMO gap ... 7.151 eV

Each line ends with the Löwdin charge.
CARTESIAN COORDINATES (ANGSTROEM)
C1 0.108 -1.635 -0.488  -0.37
C2 1.112 -1.666 0.518  -0.12
O1 -0.911 -2.102 -0.741  0.06
P1 -2.731 0.096 -0.493  0.42
P2 2.118 1.370 -0.004  0.38
P3 -1.153 1.139 0.580  0.15
P4 0.245 1.026 -1.104  0.20
H1 0.912 -0.924 1.282  0.06
H2 2.051 -1.512 0.107  0.05
H3 1.123 -2.574 0.965  0.06
H4 -2.919 -0.507 0.735  -0.20
H5 -3.682 1.296 -0.146  -0.09
H6 3.116 0.998 -0.944  -0.15
H7 2.105 2.627 -0.337  -0.25
H8 -1.494 2.368 0.070  -0.20

---

Record 6
Density functional theory data (ωB97M-V/def2-TZVPD) for a single C2H5NO3S molecule at a distorted geometry.

HOMO level ... -0.3992 Ha
E_tot ... -757.82091 hartree
Strongest force on any atom ... 3.05 eV/A
Energy relative to the best compared isomer or geometry (same formula, charge and spin) ... 50.2 kcal/mol
HOMO-LUMO gap ... 11.515 eV
SMILES ... [H]/N=C\OS(C)(=O)=O

Each line ends with the Löwdin charge.
CARTESIAN COORDINATES (ANGSTROEM)
C1 -2.194 -0.743 -0.049  -0.31
C2 0.819 -0.285 0.691  -0.09
N1 -2.308 -0.645 1.175  0.14
O1 0.507 1.584 -1.276  -0.28
O2 -1.292 -0.079 -0.873  -0.20
O3 -0.836 1.784 0.783  -0.27
S1 -0.214 0.944 -0.174  0.65
H1 -2.489 -1.679 -0.616  0.15
H2 0.210 -0.905 1.291  0.04
H3 1.338 -0.839 -0.046  0.06
H4 1.651 0.237 1.182  0.09
H5 -2.054 0.181 1.648  0.04